A 2-piece molecular cluster, C3H7O4 overall in a non-equilibrium geometry, computed with wB97M-V/def2-TZVPD.

Summary:
Total charge: -1
Total energy in eV: -11416.4587
Highest occupied orbital energy in eV: -4.88

The geometry in XYZ format:
```
14
C3H7O4, DFT wB97M-V/def2-TZVPD
O 0.3729 -0.9511 -0.8210
C -0.6401 -0.5555 -0.1889
O -1.7610 -1.0864 -0.1411
C -0.4603 0.7602 0.6215
C 0.9720 1.1134 0.9195
O 1.0931 2.4715 1.4552
H -0.9223 0.5115 1.5711
H -0.9974 1.5600 0.1086
H 1.3764 0.5232 1.6981
H 1.5980 1.0574 0.0406
H 0.3423 2.9578 1.1054
H 0.1715 -2.2597 -1.8399
H -1.0345 -3.0626 -2.1286
O -0.1106 -3.0398 -2.4006
```

Results of the Mulliken charge analysis, in e, for atoms 1 through 2:
1. O -0.85
2. C 0.49

***

An isolated ion of composition C5H11NO2 and charge -2 in a non-equilibrium geometry, computed with wB97M-V/def2-TZVPD.

Summary:
Total charge: -2
Total energy in eV: -10943.6762
Highest occupied orbital energy in eV: 0.40
SMILES string: [O-]CCCCNC[O-]

The geometry in XYZ format:
```
19
C5H11NO2, DFT wB97M-V/def2-TZVPD
O 3.4356 -2.2787 0.2365
C 2.6164 -1.2142 0.2597
C 1.1181 -1.5185 0.0146
C 0.2200 -0.5017 0.7165
C -0.5345 0.3843 -0.2953
N -1.5827 1.1405 0.3200
C -2.1996 2.0745 -0.6385
O -3.3034 1.5079 -1.2673
H 3.0123 -0.3850 -0.2472
H 2.6121 -0.8164 1.4301
H 0.7551 -1.6061 -0.9914
H 0.9558 -2.4481 0.3076
H -0.5578 -0.9348 1.4131
H 0.8679 0.0901 1.3029
H 0.1498 0.9847 -0.9086
H -0.9887 -0.2821 -0.9875
H -2.4438 0.6406 0.6358
H -2.6053 2.8710 0.1334
H -1.5274 2.2919 -1.4345
```

Results of the Mulliken charge analysis, in e, for atoms 1 through 2:
1. O -0.92
2. C -0.44

***

H38O19Tl as an isolated structure in a non-equilibrium geometry, computed with wB97M-V/def2-TZVPD.

Summary:
Total charge: +3
Total energy in eV: -44182.6202
Highest occupied orbital energy in eV: -19.05

The geometry in XYZ format:
```
58
H38O19Tl, DFT wB97M-V/def2-TZVPD
Tl -2.9942 11.4070 -14.5599
O -3.4625 10.7866 -17.7261
H -3.5596 11.1579 -18.6030
H -3.8564 9.9164 -17.7890
O -5.9952 15.2769 -13.1181
H -5.6253 15.6086 -13.9363
H -5.6536 15.8649 -12.4445
O -4.3926 13.6351 -16.6308
H -5.1844 13.5198 -17.1561
H -4.1307 14.5424 -16.7875
O -0.3724 10.3630 -16.1350
H 0.3883 10.9441 -16.1407
H -0.3286 9.9022 -16.9728
O -3.1281 14.2644 -13.7436
H -3.4257 14.5479 -12.8791
H -2.8657 15.0727 -14.1841
O -5.6116 10.9161 -15.8831
H -5.9410 11.2297 -16.7254
H -6.0621 10.0830 -15.7444
O -3.8027 8.8259 -10.3748
H -4.5616 8.2880 -10.1488
H -3.8084 9.5324 -9.7290
O -4.8149 9.9959 -12.7600
H -4.7898 9.0452 -12.6512
H -5.4970 10.2887 -12.1556
O -0.4962 12.1943 -12.9994
H -0.4794 12.8359 -12.2893
H 0.2502 11.6215 -12.8230
O -1.5304 13.3725 -16.2945
H -2.1862 13.8619 -16.7912
H -0.7006 13.7997 -16.5067
O -3.1358 8.3702 -15.6559
H -2.4681 7.8119 -15.2575
H -3.7337 7.7592 -16.0865
O -5.6878 12.6970 -13.7364
H -6.4516 12.1501 -13.9203
H -6.0054 13.5943 -13.8369
O -4.4553 7.0084 -13.3418
H -4.6497 6.4909 -12.5603
H -4.3713 6.3620 -14.0428
O -3.3028 12.0387 -11.5973
H -4.1096 11.8315 -11.1258
H -2.6693 12.2447 -10.9099
O -1.8186 9.2386 -12.5708
H -2.3565 8.9859 -11.8204
H -0.9462 9.3811 -12.2035
O -6.1209 11.2515 -10.7109
H -6.4446 12.1437 -10.8347
H -6.4591 10.9901 -9.8545
O -1.0196 13.6714 -10.5829
H -0.6055 14.5158 -10.4046
H -1.1294 13.2711 -9.7204
O 1.2397 10.4519 -12.5205
H 2.0360 9.9791 -12.7624
H 1.1164 10.2551 -11.5920
O -0.9383 7.0898 -14.5270
H -0.9926 6.1356 -14.4746
H -1.2034 7.3934 -13.6588
```

Results of the Mulliken charge analysis, in e, for atoms 1 through 2:
1. Tl 1.82
2. O -0.48

***

A single C2H3N2P molecule in a non-equilibrium geometry, computed with wB97M-V/def2-TZVPD.

Summary:
Total charge: 0
Total energy in eV: -14384.0638
Highest occupied orbital energy (spin up / spin down) in eV: -8.08 / -9.13

The geometry in XYZ format:
```
8
C2H3N2P, DFT wB97M-V/def2-TZVPD
C -0.4702 -0.3124 -1.9361
C -0.1426 -0.7030 -3.0515
N -0.6911 -0.2846 -0.6170
N 0.2870 -0.0473 0.3687
P 1.3888 1.1538 0.7710
H -1.4934 -0.9027 -0.4161
H -0.0767 -0.6025 1.2433
H 1.7717 1.6147 -0.6589
```

Results of the Mulliken charge analysis, in e, for atoms 1 through 2:
1. C 0.27
2. C -0.57

***

Going through the records in order, we get energy above the lowest of the compared OMol25 structures with the same formula, charge and spin values of 0.00 36.12 12.72 148.76 kcal per mole.